Here is a molecular structure, C39H47Cl2InN3O7S3Si2 from OMol25. Energies are from ωB97M-V with the def2-TZVPD basis set.

Atoms and positions in Å:
In  -0.46082  0.27968  -0.70236
Cl  -0.28721  -7.25337  1.94292
Cl  -4.15197  -3.41914  1.12728
S  3.47799  1.00444  -2.13505
S  0.86569  2.55315  -3.82461
S  4.51722  4.15910  -3.76003
Si  -1.36361  1.04723  2.42797
Si  1.98288  1.08576  1.86804
O  0.95525  -1.65006  -1.17825
O  -0.42428  0.09043  -2.91323
O  -2.11070  0.52339  0.96852
O  -1.00052  -1.85935  -0.16570
O  -4.05565  1.52350  1.60077
O  -1.58260  0.01562  -4.83372
O  -6.11030  1.74065  -3.29832
N  -1.42732  -4.25313  1.88210
N  -2.61272  0.53681  -1.52760
N  -0.55935  2.75878  -0.62881
C  0.83930  -4.10460  0.88018
C  1.73806  4.12937  -4.03343
C  0.51613  3.96839  1.10302
C  0.28182  5.14646  0.42767
C  -2.74909  0.57083  -2.85309
C  2.21821  -4.11449  1.07553
C  -0.39671  5.13221  -0.79293
C  0.28324  1.40315  1.16659
C  2.60365  0.33157  -3.56687
C  2.17673  1.41330  3.72315
C  0.55764  -4.30430  3.27088
C  2.86254  4.40239  -3.02274
C  -1.07148  2.62868  3.46205
C  -3.66631  0.84940  -0.72475
C  0.28698  -3.86859  -0.51254
C  -2.22095  -5.31815  1.48258
C  2.05920  1.37030  -4.54612
C  -0.84017  -0.48632  3.37894
C  -3.90657  0.94412  -3.48869
C  2.76609  -4.21896  2.34563
C  -4.87361  1.29783  -1.29939
C  5.34911  3.03113  -2.60757
C  2.48850  -0.69061  1.59127
C  0.06113  -2.36321  -0.66298
C  -4.97374  1.33636  -2.67376
C  -4.04184  -7.36207  0.67783
C  -4.44350  -6.03710  0.70951
C  -3.37047  1.13083  2.94276
C  5.06351  1.54832  -2.83657
C  -0.79893  3.90509  -1.27427
C  -3.44525  0.56064  0.63486
C  -2.75297  -7.67140  1.05779
C  -1.49824  0.18689  -3.62533
C  0.00729  -4.23292  1.99965
C  0.09784  2.73250  0.55293
C  1.93207  -4.30209  3.45086
C  -1.86543  -6.68054  1.45693
C  3.27950  2.24242  1.13354
C  -3.56507  -5.05266  1.10300
H  -1.32293  3.81237  -2.22258
H  2.17067  2.48968  3.94244
H  2.77633  3.72780  -2.17464
H  2.34777  -4.37032  4.45000
H  -1.42461  3.54337  2.96417
H  -3.81062  0.15058  3.14262
H  -3.96968  0.94773  -4.56765
H  -3.74460  1.85582  3.67023
H  1.01515  -4.17388  -1.25915
H  3.26404  -0.37013  -4.08040
H  -1.78186  -3.37024  1.54150
H  5.05586  1.32618  -3.90401
H  2.10480  4.19382  -5.05901
H  -1.61000  2.54000  4.41639
H  -0.65096  -4.39966  -0.66906
H  1.78025  -0.23542  -3.14303
H  -5.45021  -5.75542  0.42488
H  1.39916  0.94223  4.33155
H  2.35006  -0.97198  0.54356
H  4.28832  1.86207  1.34384
H  -0.59020  6.04004  -1.35051
H  -0.11400  -0.27634  4.17073
H  -2.40485  -8.69632  1.05336
H  -0.00464  2.76634  3.67779
H  -0.38514  -1.20892  2.68920
H  -1.70999  -0.97257  3.84356
H  0.95342  4.88070  -3.91998
H  -6.76608  1.94950  -2.62812
H  2.86746  -4.00513  0.21183
H  1.52918  0.84258  -5.34113
H  -0.11325  -4.38516  4.11710
H  1.03542  3.97965  2.05345
H  1.88117  -1.36670  2.20757
H  3.16690  2.33065  0.04792
H  2.86342  1.96102  -4.98480
H  5.09947  3.32845  -1.58771
H  2.81548  5.42945  -2.65823
H  -3.73044  2.42823  1.39454
H  -4.72646  -8.14040  0.36228
H  0.62345  6.08590  0.84843
H  3.20324  3.24697  1.56149
H  3.54202  -0.85035  1.85271
H  3.84318  -4.20864  2.47124
H  6.41189  3.22978  -2.76049
H  -5.71321  1.56398  -0.66381
H  5.84787  0.94945  -2.36805
H  3.14749  1.01563  4.05191

Properties
- energy (eV) = -138492.5717
- highest occupied orbital energy (eV) = -4.05
- orbital gap (Ha) = 0.230
- charge = -1
- LUMO energy (eV) = 2.21
- 2S+1 = 1